Record 1
{
  "formula": "C15H23N5O3",
  "method": "wB97M-V/def2-TZVPD",
  "symbols": ["C", "C", "C", "C", "C", "C", "C", "C", "C", "C", "C", "C", "C", "C", "C", "H", "H", "H", "H", "H", "H", "H", "H", "H", "H", "H", "H", "H", "H", "H", "H", "H", "H", "H", "H", "H", "H", "H", "N", "N", "N", "N", "N", "O", "O", "O"],
  "coordinates": [[1.090, -1.058, 0.429], [0.482, -1.955, -0.665], [2.632, -1.040, 0.316], [3.135, -0.335, -0.930], [4.655, -0.307, -1.039], [5.245, 1.730, 0.251], [-1.832, -0.943, -0.279], [-2.698, -1.819, 0.656], [-2.674, -0.204, -1.309], [-3.406, 0.976, -0.711], [-4.691, 0.818, -0.155], [-2.814, 2.231, -0.681], [-5.343, 1.904, 0.425], [-3.466, 3.323, -0.099], [-4.733, 3.166, 0.441], [1.013, -2.451, 1.907], [0.906, -0.943, 2.511], [0.717, -0.028, 0.291], [2.985, -2.061, 0.327], [3.015, -0.530, 1.235], [2.721, -0.826, -1.817], [2.797, 0.711, -0.933], [5.056, -1.338, -1.089], [4.957, 0.178, -1.973], [5.355, -0.195, 0.935], [4.354, 2.162, -1.374], [5.732, 3.136, 1.559], [6.613, 1.722, 1.716], [-1.202, -2.504, -1.592], [-1.305, -0.233, 0.335], [-3.384, -0.900, -1.743], [-1.998, 0.177, -2.084], [-5.159, -0.181, -0.171], [-1.824, 2.384, -1.126], [-6.347, 1.769, 0.850], [-2.971, 4.298, -0.098], [-5.245, 4.006, 0.870], [-1.154, -1.953, 1.761], [0.600, -1.556, 1.725], [5.343, 0.352, 0.074], [4.776, 2.603, -0.549], [5.716, 2.118, 1.503], [-0.842, -1.803, -0.928], [1.163, -2.786, -1.250], [-3.840, -2.142, 0.369], [-2.108, -2.237, 1.761]],
  "forces_ev_per_a": [[0.56, 0.34, -0.21], [0.19, -0.16, 0.02], [-0.46, 0.66, 0.73], [-0.09, 0.37, -0.14], [0.57, -0.45, 0.11], [-0.18, -0.47, 0.16], [0.02, -0.57, -0.07], [-1.44, -0.35, -0.60], [0.14, 0.53, -0.03], [-0.64, -0.20, 0.26], [0.07, -0.21, 0.01], [0.21, 0.36, 0.07], [-0.06, 0.06, -0.12], [0.21, -0.04, -0.23], [0.05, -0.63, -0.06], [0.26, -0.61, 0.08], [-0.31, -0.53, -0.96], [0.11, -0.32, 0.10], [0.14, -0.42, 0.03], [-0.24, -0.30, -0.62], [0.10, 0.07, 0.08], [-0.17, -0.20, 0.03], [-0.21, 0.43, 0.01], [-0.02, -0.03, 0.12], [0.03, 0.47, -0.40], [0.25, 0.27, 0.36], [0.04, -0.39, 0.03], [0.29, -0.11, 0.18], [0.25, 0.59, 0.49], [0.21, 0.34, 0.23], [-0.06, -0.12, -0.18], [-0.11, -0.23, 0.06], [0.29, 0.69, 0.02], [-0.32, -0.12, 0.15], [0.50, 0.09, -0.19], [-0.23, -0.31, 0.03], [-0.14, 0.22, 0.14], [0.01, 0.02, 0.19], [-0.02, 1.06, 0.73], [-0.27, -0.23, -0.08], [-0.25, -0.31, -0.49], [-0.12, 0.63, -0.04], [-0.32, -0.63, -0.53], [-0.32, 0.31, 0.23], [1.32, 0.38, 0.33], [0.18, 0.03, -0.03]],
  "fmax_ev_per_a": 1.60,
  "lumo_ev": 0.423,
  "smiles": "[H]/N=C(/N)NCCC[C@H](N)C(=O)N[C@@H](Cc1ccccc1)C(=O)O",
  "charge": 0,
  "homo_energy_ev": -9.212,
  "de_lowest_kj_mol": 0.00,
  "spin_multiplicity": 1
}

***

Record 2
{
  "formula": "C5H11NO2",
  "method": "wB97M-V/def2-TZVPD",
  "symbols": ["C", "C", "C", "O", "H", "H", "H", "H", "H", "H", "H", "H", "C", "C", "N", "O", "H", "H", "H"],
  "coordinates": [[0.474, -1.118, -0.716], [0.566, 2.186, -0.501], [1.501, -1.702, 0.203], [0.741, 1.089, 0.359], [-0.129, -1.873, -1.221], [0.860, -0.416, -1.446], [1.540, 2.623, -0.735], [-0.058, 2.962, -0.038], [0.046, 1.884, -1.423], [1.046, -2.328, 0.972], [2.087, -0.924, 0.675], [2.167, -2.337, -0.390], [-0.637, 0.772, 1.281], [-2.178, -0.706, -0.125], [-0.993, -0.577, 0.275], [-1.510, 1.607, 1.349], [-0.139, 0.325, 2.151], [-2.443, -1.472, -0.853], [-2.939, 0.006, 0.185]],
  "forces_ev_per_a": [[-2.81, -1.32, 1.27], [-0.42, -0.14, 0.39], [-0.11, -0.06, 0.09], [-1.31, 0.42, 1.26], [0.35, -0.25, -0.16], [-0.59, 0.64, 0.52], [-0.06, -0.13, -0.07], [0.05, -0.05, 0.00], [0.14, 0.08, -0.17], [0.01, 0.02, -0.09], [0.06, 0.12, 0.05], [-0.03, 0.06, -0.01], [2.04, 0.12, -1.16], [0.44, -0.30, -0.62], [2.55, 1.06, -1.30], [-0.28, -0.09, -0.29], [-0.07, -0.18, -0.15], [0.05, 0.13, -0.18], [0.00, -0.13, 0.60]],
  "fmax_ev_per_a": 3.36,
  "lumo_ev": 0.105,
  "charge": 0,
  "homo_energy_ev": -8.937,
  "de_lowest_kj_mol": 454.43,
  "spin_multiplicity": 1
}

***

Record 3
{
  "formula": "C35H45ClN2O4PS4Yb",
  "method": "wB97M-V/def2-TZVPD",
  "symbols": ["Yb", "C", "C", "S", "C", "C", "S", "C", "C", "S", "C", "C", "S", "H", "H", "H", "H", "H", "H", "H", "H", "H", "H", "H", "H", "H", "H", "H", "H", "O", "Cl", "O", "O", "O", "N", "C", "C", "C", "C", "C", "C", "P", "C", "C", "C", "C", "C", "C", "C", "C", "C", "C", "C", "C", "H", "H", "H", "H", "H", "H", "H", "H", "H", "H", "H", "H", "H", "H", "H", "H", "C", "N", "C", "C", "C", "C", "C", "C", "C", "C", "H", "H", "H", "H", "H", "H", "H", "H", "H", "H", "H", "H", "H"],
  "coordinates": [[0.505, 1.097, 0.410], [3.162, 1.468, -2.941], [3.942, 0.533, -2.141], [2.801, -0.383, -1.056], [4.062, -1.113, 0.054], [3.395, -1.470, 1.429], [2.472, -0.198, 2.274], [3.741, 1.060, 2.573], [3.053, 2.422, 2.686], [2.359, 3.141, 1.207], [3.700, 3.462, -0.007], [3.056, 3.823, -1.277], [2.048, 2.575, -2.150], [2.406, 0.875, -3.467], [3.701, 1.987, -3.700], [4.806, 0.963, -1.582], [4.487, -0.207, -2.661], [4.954, -0.491, 0.072], [4.286, -2.045, -0.425], [4.215, -1.759, 2.146], [2.759, -2.265, 1.198], [4.606, 1.049, 1.957], [4.218, 0.750, 3.523], [3.713, 3.235, 3.038], [2.156, 2.261, 3.321], [4.307, 2.506, -0.066], [4.339, 4.220, 0.383], [3.803, 4.155, -2.037], [2.328, 4.717, -1.119], [-2.302, 1.801, 3.196], [-1.178, 0.972, 2.830], [-0.986, -0.045, 3.793], [-1.384, 0.326, 1.539], [0.078, 1.753, 2.575], [-0.378, -0.196, -1.826], [-1.455, -1.108, -1.816], [-2.495, -1.169, -2.699], [-3.465, -2.141, -2.594], [-3.453, -3.093, -1.591], [-2.353, -3.126, -0.774], [-1.382, -2.094, -0.786], [0.128, -2.110, 0.365], [-0.568, -2.643, 1.948], [0.294, -2.881, 3.010], [-0.090, -2.970, 4.324], [-1.469, -3.000, 4.627], [-2.368, -2.949, 3.516], [-1.894, -2.667, 2.224], [1.017, -3.420, -0.449], [1.483, -3.397, -1.807], [2.311, -4.365, -2.345], [2.742, -5.359, -1.446], [2.237, -5.472, -0.188], [1.386, -4.526, 0.335], [0.416, -0.809, -1.927], [-0.375, 0.467, -2.563], [-2.447, -0.600, -3.619], [-4.216, -2.217, -3.358], [-4.087, -3.915, -1.527], [-2.264, -4.032, -0.209], [1.363, -2.889, 2.806], [0.738, -3.215, 5.016], [-1.841, -3.078, 5.634], [-3.463, -3.015, 3.654], [-2.648, -2.508, 1.423], [1.018, -2.700, -2.526], [2.596, -4.152, -3.402], [3.465, -6.055, -1.822], [2.487, -6.368, 0.396], [1.112, -4.683, 1.386], [-4.024, 1.094, 0.129], [-4.131, 1.424, -1.317], [-5.473, 2.146, -1.461], [-2.912, 2.041, -1.988], [-2.288, 3.096, -1.129], [-2.963, 4.394, -1.288], [-2.640, 5.438, -0.493], [-1.651, 5.301, 0.462], [-0.965, 4.066, 0.546], [-1.250, 2.915, -0.216], [-5.037, 0.778, 0.431], [-3.644, 2.017, 0.603], [-3.231, 0.322, 0.271], [-4.247, 0.528, -1.770], [-5.469, 3.008, -0.736], [-6.240, 1.510, -1.051], [-5.676, 2.436, -2.453], [-3.252, 2.415, -2.989], [-2.307, 1.176, -2.227], [-3.611, 4.562, -2.059], [-3.112, 6.436, -0.622], [-1.390, 6.100, 1.071], [-0.177, 4.072, 1.321]],
  "forces_ev_per_a": [[-0.59, 0.20, -1.07], [-1.10, -0.19, -1.20], [1.39, -0.20, 2.29], [0.73, 0.56, 0.55], [-1.44, -0.09, 0.57], [3.02, 1.33, -0.11], [-0.40, 0.35, -0.52], [0.07, -0.04, 1.50], [0.52, -0.04, 0.49], [-0.71, -0.01, -0.78], [0.50, -2.97, 1.43], [-1.06, 1.99, -1.96], [-1.03, 0.95, 1.30], [0.16, -0.07, -0.42], [0.70, 0.37, -0.51], [-0.99, 0.30, 0.15], [0.11, -0.88, -1.42], [-0.15, 0.15, 0.24], [0.52, -0.61, -0.08], [-0.87, -0.17, -0.80], [-1.01, -1.36, 0.23], [0.31, -0.07, -1.44], [-0.56, 0.55, 0.03], [-0.23, -0.77, 0.54], [0.65, 0.68, -0.07], [-0.59, 1.12, -0.14], [0.38, 0.80, 0.21], [-0.43, -0.07, 0.67], [1.16, -1.46, -0.35], [1.83, -0.55, -1.04], [-1.88, 0.37, 2.22], [0.66, 0.51, 0.06], [-0.02, -0.32, -1.44], [-0.50, -0.01, 0.30], [0.58, -0.03, 0.83], [-0.18, -1.56, 2.63], [0.01, 0.18, -1.30], [-0.92, -0.30, 0.03], [1.49, 1.03, -0.56], [1.00, 0.83, 0.04], [-0.01, -0.17, -0.21], [-1.99, 1.18, -1.07], [1.09, -0.33, -0.08], [1.31, 0.64, -0.34], [-0.39, -1.10, 0.42], [-0.14, -0.11, -1.97], [0.46, 0.68, 1.04], [-2.59, -0.38, 0.04], [1.12, -1.71, -0.08], [-1.64, 0.51, 0.36], [-0.11, 1.12, 0.71], [0.58, 0.10, -2.28], [0.21, -1.17, 0.58], [0.06, 0.48, 0.28], [0.79, 0.36, -0.23], [-0.16, 0.60, -0.96], [-0.16, 0.32, 0.04], [-0.29, 0.14, -0.29], [-1.39, -0.96, -0.22], [0.43, -0.02, 0.79], [-0.05, -0.10, 0.11], [-0.94, 0.53, 0.06], [-0.02, -0.14, 0.15], [0.82, 0.06, 0.11], [0.65, -0.08, 0.87], [0.45, -0.02, 0.55], [0.08, -1.03, 1.02], [0.16, -0.51, 0.07], [0.04, 0.57, -0.14], [-0.30, 0.42, -0.58], [1.21, 0.05, 0.21], [-1.71, 0.02, -0.21], [1.05, 0.81, 2.17], [-0.18, 0.12, -0.60], [-1.37, 2.30, -0.75], [2.55, -2.81, 1.49], [-0.18, 2.05, 0.46], [0.31, -2.78, -1.02], [-0.03, 1.40, 0.89], [1.03, -0.63, 0.03], [0.81, 0.08, 0.29], [-0.56, -0.53, 0.21], [-0.88, 0.44, -0.10], [-0.11, -0.41, -0.43], [0.29, -0.56, -1.09], [-0.19, -0.53, -0.30], [-0.06, 0.34, -1.13], [0.06, -0.07, 0.99], [0.30, 0.16, 0.39], [-1.86, 0.07, -1.95], [0.23, -0.90, 0.01], [0.49, 1.29, 1.10], [-0.42, -0.27, -0.51]],
  "fmax_ev_per_a": 4.08,
  "lumo_ev": [-4.360, -5.412],
  "charge": 2,
  "s2": 0.751,
  "homo_energy_ev": [-13.189, -13.181],
  "de_lowest_kj_mol": 261.75,
  "spin_multiplicity": 2
}

***

Record 4
{
  "formula": "C5H11NO2",
  "method": "wB97M-V/def2-TZVPD",
  "symbols": ["C", "C", "C", "N", "C", "C", "O", "O", "H", "H", "H", "H", "H", "H", "H", "H", "H", "H", "H"],
  "coordinates": [[0.831, 0.860, 0.679], [-0.468, 1.201, 1.495], [1.186, -0.571, 0.636], [0.631, -1.366, -0.199], [-0.576, -0.957, -0.905], [-0.383, -0.388, -2.327], [-2.269, 1.319, -0.509], [2.096, -0.922, 1.533], [0.749, 1.261, -0.333], [1.787, 1.261, 1.116], [-1.070, 1.905, 0.885], [-1.209, 0.275, 1.528], [-0.234, 1.494, 2.505], [-3.047, 1.928, -0.607], [-1.061, -0.136, -0.430], [-1.273, -1.815, -0.905], [-1.376, -0.001, -2.756], [0.006, -1.172, -3.062], [0.156, 0.525, -2.213]],
  "forces_ev_per_a": [[0.56, 2.65, 0.11], [-0.55, -2.82, -0.55], [3.86, -0.01, 5.56], [-1.95, -2.03, -3.41], [0.02, -0.33, 1.07], [-0.93, -1.32, -1.79], [-0.96, 1.01, -0.14], [-3.20, 0.25, -3.23], [-0.13, -0.01, 0.13], [-1.24, 0.25, -0.27], [0.04, 0.05, 0.05], [1.62, 1.88, 0.14], [0.00, 0.21, 0.25], [0.92, -0.78, 0.04], [-0.49, 0.26, 0.55], [0.47, -0.05, -0.32], [0.94, -0.92, 1.18], [-0.03, 1.40, 1.02], [1.04, 0.32, -0.40]],
  "fmax_ev_per_a": 6.77,
  "lumo_ev": -5.104,
  "charge": 0,
  "homo_energy_ev": -8.858,
  "de_lowest_kj_mol": 891.09,
  "spin_multiplicity": 1
}

***

Record 5
{
  "formula": "C5H38N2O14",
  "method": "wB97M-V/def2-TZVPD",
  "symbols": ["C", "N", "C", "C", "C", "N", "C", "O", "H", "H", "H", "H", "H", "H", "H", "H", "H", "H", "H", "H", "H", "H", "O", "H", "H", "O", "H", "H", "O", "H", "H", "O", "H", "H", "O", "H", "H", "O", "H", "H", "O", "H", "H", "O", "H", "H", "O", "H", "H", "O", "H", "H", "O", "H", "H", "O", "H", "H", "O"],
  "coordinates": [[-1.594, 1.436, -1.578], [-0.703, 1.171, -0.565], [0.679, -0.338, 0.843], [-0.325, -0.318, -0.355], [0.031, -0.985, -1.575], [-0.931, -2.031, -1.883], [-0.500, -3.219, -2.701], [-2.400, 0.539, -1.876], [-1.715, 2.484, -2.066], [0.133, 1.759, -0.544], [0.726, -1.429, 1.225], [1.550, 0.040, 0.539], [0.426, 0.187, 1.643], [-1.415, -0.730, 0.089], [1.030, -1.464, -1.305], [0.269, -0.255, -2.427], [-1.775, -1.453, -2.192], [0.134, -2.941, -3.557], [-0.003, -3.866, -1.942], [-1.384, -3.810, -3.074], [-1.935, 3.708, 1.426], [-0.878, 4.476, 2.193], [-1.395, 4.464, 1.493], [2.986, 0.144, -2.298], [3.379, 1.410, -2.945], [3.579, 0.462, -2.845], [-1.949, 2.100, 0.950], [-3.092, 1.291, 1.374], [-2.827, 2.295, 1.057], [-1.297, -2.365, 2.313], [-0.606, -3.039, 3.649], [-0.742, -2.255, 3.184], [-0.334, -3.308, 0.420], [0.375, -4.758, 0.505], [0.182, -4.004, 0.983], [3.428, 0.158, 2.446], [2.943, -1.151, 1.795], [3.660, -0.542, 1.853], [3.712, -1.013, 0.030], [3.725, -1.736, -1.327], [3.077, -1.443, -0.627], [1.673, 1.169, -4.035], [0.827, 1.442, -2.867], [1.461, 1.887, -3.369], [-2.851, -0.477, 2.875], [-2.872, -1.018, 1.276], [-2.710, -0.258, 1.963], [-3.313, -2.716, -0.777], [-2.957, -1.219, -0.633], [-3.404, -1.873, -0.115], [1.614, -3.061, 1.837], [0.927, -2.191, 2.857], [1.793, -2.477, 2.625], [0.632, 3.552, 1.664], [2.194, 3.513, 1.586], [1.439, 3.431, 2.118], [-0.541, 4.094, -0.133], [0.974, 4.760, 0.037], [0.408, 4.059, -0.353]],
  "forces_ev_per_a": [[-1.66, -0.71, 0.26], [1.56, -0.33, -1.25], [-2.98, -5.26, -2.80], [-4.69, 3.15, 5.01], [3.14, -2.26, -1.89], [-1.61, 0.62, -0.93], [-0.89, 0.59, 0.94], [0.68, 1.09, -0.36], [0.70, -1.51, 1.03], [-0.38, 0.31, 0.11], [0.40, 2.13, -1.21], [3.75, 0.87, -1.30], [-1.96, 2.52, 3.36], [3.47, 0.81, -1.34], [-1.07, 0.29, -0.85], [-0.52, -1.01, 0.90], [1.35, -1.66, -0.16], [-0.02, -0.31, 0.32], [0.19, 0.25, -1.03], [0.76, 0.87, 0.38], [-1.60, -1.48, 0.69], [3.39, -0.08, 5.43], [-2.55, 2.17, -5.29], [-4.62, -2.46, 4.54], [0.05, -0.66, 0.21], [5.15, 2.75, -4.53], [3.76, -0.89, -0.85], [0.47, 3.07, -0.67], [-4.26, -2.59, 1.46], [1.67, -0.26, 2.94], [-0.11, -2.50, 0.69], [-2.30, 2.79, -3.23], [1.43, -2.21, 0.89], [0.35, -2.19, -1.95], [-1.98, 4.28, 0.53], [-0.36, 0.44, 0.50], [-1.24, -0.98, 0.75], [1.87, 0.54, -0.86], [-1.26, -0.43, -0.72], [-1.10, 0.30, 0.88], [2.57, 0.08, -0.41], [-0.08, 1.36, 0.86], [-1.73, -0.69, 1.57], [1.33, -0.16, -2.68], [-0.21, -0.69, 0.42], [-0.22, 1.32, 2.29], [0.02, -0.82, -2.44], [-0.27, 2.96, 2.72], [0.29, 1.13, -0.89], [-0.37, -3.94, -1.92], [0.27, 0.57, 1.25], [-1.26, 0.44, 0.54], [2.01, -1.42, -1.35], [-0.69, 0.06, -1.53], [1.02, 0.18, -1.49], [-0.01, -0.58, 3.25], [0.90, 1.11, 0.56], [-1.48, -0.41, -0.31], [0.92, -0.51, -1.07]],
  "fmax_ev_per_a": 7.56,
  "lumo_ev": -0.065,
  "charge": 0,
  "homo_energy_ev": -9.574,
  "de_lowest_kj_mol": 780.48,
  "spin_multiplicity": 1
}

***

Which formula does entry 4 have?
C5H11NO2